{"formula": "C23H36F3IO8Si2", "method": "ωB97M-V/def2-TZVPD", "symbols": ["C", "C", "C", "I", "Si", "C", "C", "O", "C", "O", "C", "C", "O", "O", "O", "Si", "C", "C", "C", "C", "C", "C", "C", "C", "C", "C", "C", "O", "H", "H", "H", "H", "H", "H", "H", "H", "H", "H", "H", "H", "H", "H", "H", "H", "H", "H", "H", "H", "H", "H", "H", "H", "H", "H", "H", "H", "H", "H", "H", "C", "C", "O", "C", "O", "C", "F", "F", "F", "H", "H", "H", "H", "H"], "xyz": [[3.81749, -1.13584, 3.02605], [2.92732, -0.15242, 2.24839], [1.53189, -0.65507, 1.79873], [0.66936, -1.86623, 3.36857], [1.54838, -1.58499, 0.15689], [3.07979, -2.67470, 0.12389], [3.30143, -3.37139, -1.23504], [4.54173, -2.93320, -1.85430], [5.61838, -3.50514, -1.29215], [6.45423, -4.06847, -1.91806], [1.67689, -0.43487, -1.34726], [2.44534, 0.81205, -1.10743], [3.61202, 0.87398, -0.90364], [1.69051, 1.99000, -1.13971], [0.26851, -2.60910, -0.08163], [-1.29845, -2.00835, 0.01897], [-2.03981, -1.52542, -1.64838], [-2.80441, -0.22657, -1.44531], [-2.13295, 0.98111, -1.67373], [-2.72897, 2.21850, -1.48058], [-4.04626, 2.25246, -1.03599], [-4.73988, 1.06818, -0.82905], [-4.14444, -0.17974, -1.03170], [-4.98202, -1.41726, -0.79245], [-2.32519, -3.26173, 0.97719], [-3.04976, -4.32929, 0.13741], [-4.28356, -4.86867, 0.90183], [-2.13929, -5.37776, -0.17326], [3.67795, -2.17611, 2.75409], [4.85664, -0.89783, 2.79169], [3.73190, -1.00492, 4.09849], [2.75451, 0.69472, 2.90993], [3.50887, 0.22293, 1.40790], [0.89591, 0.22266, 1.70994], [3.01291, -3.42155, 0.91146], [3.91092, -2.00644, 0.34050], [2.51457, -3.18064, -1.95483], [3.39938, -4.44292, -1.07585], [5.72240, -3.40447, -0.20371], [0.69716, -0.23961, -1.77289], [2.21957, -0.99567, -2.10998], [1.51494, 2.14355, -2.07865], [-1.22912, -0.77549, 0.84263], [-2.74232, -2.25872, -2.03176], [-1.27471, -1.36121, -2.40452], [-1.10690, 0.94779, -2.01854], [-2.17849, 3.12738, -1.67086], [-4.50442, 3.21595, -0.86449], [-5.76369, 1.14264, -0.48816], [-4.99127, -1.73200, 0.24687], [-5.98941, -1.20977, -1.14396], [-4.62362, -2.21174, -1.43839], [-1.60591, -3.80255, 1.59442], [-2.98676, -2.72941, 1.65800], [-3.39134, -3.93936, -0.81758], [-5.15967, -4.78331, 0.26219], [-4.49184, -4.27528, 1.78681], [-4.13949, -5.89408, 1.23699], [-2.38007, -6.16638, 0.31660], [1.92030, 4.50345, 0.54010], [0.66473, 5.07603, -0.07328], [0.28601, 6.31927, 0.55407], [0.89615, 7.40581, 0.10709], [1.71971, 7.45977, -0.75772], [0.35242, 8.64317, 0.84275], [0.23582, 8.42121, 2.15683], [-0.86083, 8.96330, 0.36865], [1.15460, 9.68875, 0.66892], [1.79961, 4.39385, 1.61968], [2.13145, 3.52573, 0.09751], [2.77577, 5.15920, 0.37373], [-0.17498, 4.40151, 0.08724], [0.77245, 5.22070, -1.14824]], "atomic_forces_ev_per_a": [[0.57, 0.36, -0.40], [-0.07, -0.22, 0.58], [0.42, 0.17, -0.12], [-0.17, 0.17, -0.24], [0.63, -1.17, 0.25], [-0.57, 0.24, -0.42], [0.77, 0.28, 0.85], [-0.66, -0.11, -0.28], [0.35, -0.03, 0.24], [0.49, -0.11, -0.51], [-0.15, -0.09, -0.19], [-0.45, 0.44, -0.34], [0.65, -0.13, 0.38], [0.09, -0.59, -0.46], [-0.30, 1.00, -0.17], [-0.09, -0.72, 0.47], [-0.43, 0.58, 0.25], [0.02, 0.29, -0.19], [-0.06, 0.06, 0.03], [-0.21, -0.61, 0.12], [0.25, 0.06, -0.10], [0.34, 0.37, -0.02], [0.02, 0.14, 0.27], [0.25, 0.43, -0.81], [0.43, 0.02, -0.70], [-0.40, -0.29, 1.06], [0.05, 0.50, -0.36], [0.22, 0.04, -0.36], [-0.18, -0.11, 0.08], [0.08, -0.02, 0.00], [-0.29, -0.22, 0.14], [0.02, 0.20, -0.06], [-0.26, 0.03, -0.25], [-0.30, -0.07, 0.11], [0.02, 0.03, 0.20], [0.23, -0.07, 0.00], [0.02, -0.03, -0.20], [-0.35, -0.14, -0.17], [-0.41, 0.08, 0.18], [-0.17, 0.16, 0.18], [0.16, -0.17, 0.09], [-0.31, 0.19, 0.09], [0.10, 0.12, -0.16], [0.24, -0.38, -0.06], [0.12, -0.12, -0.04], [0.06, -0.03, -0.01], [0.03, 0.09, -0.01], [-0.22, -0.04, 0.04], [-0.10, -0.21, -0.02], [-0.02, -0.11, 0.08], [-0.23, -0.02, 0.31], [0.01, -0.35, 0.20], [0.03, 0.04, 0.19], [-0.19, 0.07, -0.07], [0.04, 0.13, -0.09], [-0.15, -0.39, 0.04], [0.03, 0.05, 0.12], [-0.09, -0.14, -0.12], [0.00, 0.00, 0.05], [0.25, 0.11, 0.20], [0.08, -0.56, -0.12], [-0.13, 0.15, -0.01], [0.04, -0.39, -0.14], [-0.01, 0.19, 0.04], [-0.02, 0.28, 0.20], [0.01, -0.02, -0.05], [0.02, -0.07, -0.03], [0.00, -0.07, -0.06], [-0.07, -0.05, -0.02], [-0.03, 0.44, 0.23], [-0.03, -0.01, -0.09], [-0.09, 0.15, 0.11], [0.05, 0.20, 0.03]], "gap_ev": 9.19, "e_tot_ha": -2676.33236, "lumo_ev": 0.035}